[1]
18
Properties=species:S:1:pos:R:3:forces:R:3 method="wB97M-V/def2-TZVPD" lumo_energy_ev=0.6 e_homo_ev=-9.40 e_above_lowest_kcal_mol=49.1 fmax_ev_per_a=4.38 homo_lumo_gap_ev=10.0 smiles="NC(=O)NCCO.O"
C 1.33868 -0.84887 -0.07756 -1.285 0.526 1.263
C 0.96399 0.03004 -1.31592 -0.862 1.462 0.058
O -0.28933 -0.34852 -1.82559 -1.450 -3.909 -1.325
N 0.67608 -0.31584 1.16934 1.089 1.350 -1.128
C -0.58036 -0.61019 1.64582 0.840 -0.729 -0.593
N -1.31238 -1.39863 0.56402 1.625 2.888 1.783
O -0.81632 -0.26800 2.80446 -1.403 -0.954 -1.899
H 0.89946 -1.89328 -0.19460 0.765 1.337 -0.164
H 2.39770 -0.92938 0.24035 -0.427 0.204 -0.906
H 0.58902 1.10496 -1.22306 1.851 -0.841 1.402
H 1.66339 0.10763 -2.13536 0.788 -0.608 -0.052
H -0.32977 -1.36372 -2.01014 0.237 2.639 0.426
H 1.06535 0.60875 1.49414 -0.615 -1.748 -0.187
H -1.45815 -0.70000 -0.24257 -0.261 -2.024 1.551
H -1.98097 -2.04401 0.94019 -0.865 0.456 -0.249
H -1.09549 2.92448 0.78702 -0.593 -0.215 1.664
H -1.14203 2.77876 -0.65859 0.390 0.284 -0.146
O -0.58889 3.16581 0.03803 0.175 -0.118 -1.499


[2]
151
Properties=species:S:1:pos:R:3:forces:R:3 method="wB97M-V/def2-TZVPD" lumo_energy_ev=-0.4 e_homo_ev=-8.95 fmax_ev_per_a=3.10 homo_lumo_gap_ev=8.6 smiles="CCOS(C)(=O)=O.CCOS(C)(=O)=O.CCOS(C)(=O)=O.O=S1(=O)OCCO1.O=S1(=O)OCCO1.Fc1ccccc1.Fc1ccccc1.Fc1ccccc1.Fc1ccccc1.Fc1ccccc1.Fc1ccccc1.Fc1ccccc1"
F 0.67260 -2.46219 0.01244 0.236 -0.474 -0.421
C 0.31305 -1.18454 -0.20878 0.792 0.571 -0.347
C -0.54443 -0.64474 0.68864 -1.006 0.198 0.257
C -0.98706 0.66800 0.54866 -0.253 -0.668 0.523
C -0.43827 1.44878 -0.44476 -0.927 0.813 -0.271
C 0.50773 0.91365 -1.30819 0.049 0.196 -0.924
C 0.86506 -0.43907 -1.23369 0.349 0.552 0.263
H -0.90994 -1.35626 1.39797 -0.401 0.087 0.683
H -1.79325 1.02548 1.19410 0.361 0.031 -0.187
H -0.90168 2.44178 -0.62280 0.781 -0.535 0.131
H 0.88092 1.57263 -2.11886 -0.042 -0.749 0.551
H 1.61719 -0.85911 -1.87821 -0.071 -0.095 -0.238
F -2.60158 5.61760 -2.24600 0.414 -0.006 0.788
C -1.57750 5.73936 -1.35729 1.477 -0.202 -0.949
C -1.78030 6.18091 -0.06283 -0.530 0.284 -1.155
C -0.71102 6.41799 0.76667 0.654 -0.518 0.929
C 0.58561 6.09301 0.38590 0.605 0.968 -0.066
C 0.79425 5.75526 -0.94245 0.526 -0.900 -0.055
C -0.26037 5.51643 -1.81160 -0.064 0.433 -0.743
H -2.76757 6.49355 0.18649 -0.627 -0.019 0.430
H -0.89727 6.79797 1.76244 -0.040 0.016 0.025
H 1.47366 6.27491 1.02579 -0.893 -0.169 -0.283
H 1.81262 5.59914 -1.32827 -0.494 0.096 0.302
H 0.06215 5.31285 -2.85766 -1.033 -0.054 0.794
F -3.23780 3.26005 1.58965 0.211 0.089 -0.618
C -2.47480 3.24731 2.70348 -2.139 -0.486 0.368
C -3.12818 2.87877 3.85117 1.229 -0.289 1.135
C -2.31886 2.79698 5.00773 -1.717 0.688 0.036
C -1.06026 3.32660 5.03077 1.876 0.265 -0.257
C -0.44478 3.72775 3.82096 -0.100 -0.389 0.454
C -1.17267 3.59576 2.65507 1.712 0.801 -1.790
H -4.18384 2.67761 3.86603 -0.162 -0.241 -0.080
H -2.75140 2.47786 5.95287 -0.080 -0.030 -0.171
H -0.50738 3.37499 5.97931 -0.224 -0.081 -0.595
H 0.59506 4.07118 3.73898 -0.535 -0.165 0.392
H -0.75760 3.79968 1.63587 -0.196 -0.055 1.141
F 1.00283 -2.50019 -7.20789 -0.070 -0.408 0.631
C 0.93772 -3.36323 -6.15296 0.195 -1.010 -0.991
C 1.05387 -2.86722 -4.86544 0.225 -0.354 -0.127
C 0.97300 -3.79572 -3.83069 -0.669 -1.564 -0.181
C 0.74566 -5.19420 -4.08573 0.007 1.622 0.460
C 0.65016 -5.63327 -5.37914 0.033 0.270 -0.603
C 0.77961 -4.73480 -6.43485 -0.603 0.801 0.466
H 1.23304 -1.79832 -4.72840 -0.179 -0.393 0.157
H 0.96329 -3.46603 -2.80686 0.193 0.200 0.265
H 0.51508 -5.93426 -3.32833 0.362 0.409 0.440
H 0.40519 -6.66987 -5.58964 0.131 0.094 -0.006
H 0.54418 -5.11787 -7.41261 0.356 0.371 -0.439
F -3.96004 -7.48787 -2.74175 0.070 -0.304 -0.578
C -3.69615 -6.48964 -1.89558 1.175 -0.199 1.046
C -4.70724 -6.05828 -1.08591 0.086 1.104 -0.265
C -4.46726 -5.01892 -0.20582 0.619 0.412 0.681
C -3.15272 -4.65738 0.04474 -0.007 0.515 -0.798
C -2.12302 -5.10392 -0.79187 -0.784 -0.359 1.159
C -2.36371 -6.04991 -1.73373 -1.739 -1.164 -1.643
H -5.68413 -6.42482 -1.17507 -1.213 -0.587 -0.431
H -5.26875 -4.44758 0.27353 0.166 -0.703 0.120
H -2.93143 -3.95601 0.82138 0.074 0.476 0.219
H -1.13367 -4.81208 -0.61481 1.305 0.617 0.258
H -1.65299 -6.50834 -2.41228 0.280 0.302 0.223
F -3.27998 -2.02531 2.70074 0.605 0.597 0.637
C -2.27083 -1.79770 3.59819 0.904 0.957 1.328
C -1.37384 -2.83029 3.84324 -1.057 0.234 -0.473
C -0.39221 -2.68413 4.77997 0.318 0.175 -0.373
C -0.16380 -1.49809 5.44430 1.131 -1.308 0.725
C -0.99692 -0.46503 5.25509 -2.240 0.731 -1.251
C -2.07189 -0.59842 4.33099 -0.397 0.007 -0.442
H -1.48223 -3.74473 3.30785 -0.114 -0.616 -0.292
H 0.24591 -3.50710 4.94628 0.700 -0.813 0.225
H 0.66232 -1.45266 6.13023 0.111 0.191 0.218
H -0.93438 0.44126 5.83392 0.185 0.246 -0.081
H -2.69833 0.29337 4.23485 -0.085 -0.589 -0.269
F 7.39765 -3.44150 -0.30885 -1.076 -0.075 0.167
C 6.04770 -3.71785 -0.45780 1.434 -0.282 -0.209
C 5.19273 -3.56970 0.60440 0.866 1.522 0.422
C 3.85115 -3.81187 0.43794 -0.218 -0.052 0.751
C 3.40432 -4.23590 -0.79309 -1.645 -0.477 -0.610
C 4.26809 -4.40032 -1.84040 1.554 -0.096 -0.885
C 5.63756 -4.18217 -1.67338 -0.196 -0.297 -0.374
H 5.59068 -3.01651 1.45324 -0.158 -0.575 0.273
H 3.21194 -3.66550 1.30976 -0.132 -0.047 -0.479
H 2.35762 -4.47079 -1.01765 0.273 0.282 0.524
H 3.98596 -4.68001 -2.85017 -0.528 -0.148 0.270
H 6.36287 -4.41285 -2.45213 -0.229 0.311 0.087
C 5.36294 0.80738 -2.18232 2.624 -0.022 -1.647
C 4.50248 -0.05761 -1.31119 -1.040 1.753 0.236
O 4.21871 -1.15480 -2.11828 -0.617 -1.600 -0.721
S 4.03451 -0.71198 -3.65364 -0.945 1.276 0.771
O 2.71911 -0.11063 -3.78689 1.261 -1.416 -0.336
O 4.59813 -1.68940 -4.50929 -0.880 -0.229 0.068
O 5.04316 0.46357 -3.55655 0.076 0.683 -0.318
H 6.43730 0.51063 -2.20036 -0.601 0.273 0.883
H 5.32311 1.88638 -2.17337 -0.440 0.117 0.674
H 3.61629 0.49736 -0.97683 -0.312 -0.252 -0.439
H 4.94598 -0.37392 -0.40746 0.924 -0.603 0.760
C 6.59463 4.99512 1.16572 -0.864 -0.073 0.770
C 7.33198 4.06218 0.20799 -0.359 -1.405 -0.121
O 6.35551 2.96194 -0.19664 0.111 1.829 1.110
S 4.97316 3.15213 0.64940 1.073 -0.071 0.538
O 4.71714 1.96497 1.40874 -0.105 0.503 -1.009
O 4.02604 3.77873 -0.19518 -0.543 -0.450 -0.391
O 5.45934 4.24151 1.69250 0.843 -0.248 -0.309
H 6.17849 5.91818 0.75360 0.359 -0.185 -0.257
H 7.17603 5.19798 2.06788 0.153 0.222 -0.392
H 8.11202 3.50147 0.72786 -0.050 0.225 -0.068
H 7.76819 4.55794 -0.66931 -0.545 -0.284 0.125
O -3.85113 1.95717 -4.91524 0.677 1.589 0.302
S -4.32479 0.67657 -5.24741 0.842 -1.518 -0.279
O -4.02641 0.06507 -6.50406 0.130 0.024 -0.426
O -3.73342 -0.26569 -4.14098 0.711 0.477 0.305
C -4.06400 -1.66210 -4.03105 -1.602 0.220 -0.547
C -3.04382 -2.33685 -3.17378 1.936 0.893 -0.982
C -6.03533 0.65932 -5.13976 -1.230 -0.118 -0.820
H -4.26482 -2.11911 -5.02646 0.597 0.322 0.503
H -5.02922 -1.56860 -3.53571 -0.190 -0.815 0.332
H -2.05437 -2.43791 -3.69989 -0.910 0.117 0.224
H -3.31968 -3.31511 -2.87737 -0.556 -0.916 0.393
H -2.83301 -1.70403 -2.31917 -0.165 -0.053 0.393
H -6.24912 1.00093 -6.17759 -0.383 -0.189 0.761
H -6.49113 1.31199 -4.39363 0.372 -0.242 0.010
H -6.34658 -0.38609 -5.04862 -0.193 0.267 0.020
O -6.01826 0.88454 -1.91368 0.206 -0.531 -0.345
S -5.40447 1.61522 -0.85265 0.483 0.000 0.611
O -6.28932 2.33850 0.01406 0.170 0.386 -0.073
O -4.49866 0.67622 0.07748 -1.098 -0.102 -0.103
C -5.03922 0.34939 1.42828 1.191 0.944 0.001
C -6.10584 -0.72131 1.44458 -0.105 0.095 -0.982
C -4.13305 2.64803 -1.50915 1.081 1.380 -0.771
H -5.36455 1.30877 1.88021 0.088 -0.644 -0.271
H -4.07341 0.05359 1.87543 -0.806 -0.148 0.236
H -7.02457 -0.37981 0.92596 0.537 -0.089 0.218
H -6.39244 -0.96206 2.46892 0.233 -0.104 -0.016
H -5.71896 -1.60364 0.90620 -0.271 0.172 0.419
H -3.18265 2.16358 -1.87763 -1.314 -0.116 0.606
H -3.85822 3.43148 -0.76738 -0.302 -0.763 -0.285
H -4.53801 3.18490 -2.39507 -0.015 -0.487 0.568
O 1.27497 2.34974 7.09812 0.502 0.481 -0.047
S 2.33942 1.67800 6.41421 -0.241 -1.247 1.881
O 2.33009 0.24168 6.50419 0.323 0.120 -0.221
O 2.32711 2.14498 4.97779 -0.175 0.119 -2.957
C 2.76045 1.21894 3.86109 0.110 1.173 -0.882
C 1.81360 1.37041 2.61302 1.092 -0.880 0.896
C 3.91531 2.23228 7.01181 -0.726 -0.890 0.792
H 2.72097 0.22348 4.29941 0.086 0.015 -0.309
H 3.79681 1.54739 3.61311 -0.778 -0.439 0.264
H 0.83101 0.99654 2.93583 0.272 -0.140 -0.696
H 2.30651 0.86828 1.72651 -0.824 -0.135 1.191
H 1.69849 2.37021 2.23638 0.042 0.755 0.352
H 4.72621 1.55027 6.74284 -0.222 0.358 -0.446
H 3.73701 2.07259 8.06590 0.293 0.197 0.549
H 4.04952 3.27880 6.83119 0.251 0.434 -0.300


[3]
13
Properties=species:S:1:pos:R:3:forces:R:3 method="wB97M-V/def2-TZVPD" lumo_energy_ev=6.9 e_homo_ev=0.29 total_charge=-2 e_above_lowest_kcal_mol=55.1 fmax_ev_per_a=3.26 homo_lumo_gap_ev=6.6
C -0.47534 1.33628 0.15455 0.120 -0.342 -1.202
C -0.77461 -1.13034 0.39251 1.711 -1.893 -0.393
C 0.25426 0.04711 0.18010 -1.120 -1.222 -0.560
N -0.62158 2.26944 0.83844 -0.113 1.509 1.528
O 2.90375 0.38921 -0.95277 -0.435 -0.160 0.139
O 1.96275 -1.97500 -0.39594 0.189 0.512 -0.070
O 1.33890 0.08067 1.20126 0.378 -0.837 -0.860
O -1.53920 1.46584 -1.38573 -0.611 0.921 0.746
P 1.86348 -0.47428 -0.31422 0.404 0.015 0.780
H -1.44715 -0.68950 1.12038 -0.620 -0.638 0.136
H -1.25708 -1.42685 -0.58405 0.188 0.849 1.046
H -0.25948 -2.19259 0.73321 -1.036 3.053 -0.471
H -1.94871 2.30001 -0.98775 0.945 -1.768 -0.820